# 1
One molecule with the formula C3H4Br2S at a distorted geometry, computed with ωB97M-V/def2-TZVPD.

Element x y z (Å)
C: 0.1441 0.1212 -1.8457
C: -0.4567 0.1745 -0.6704
C: 0.3532 -0.5121 0.8691
S: 0.7133 0.9022 2.0445
Br: -2.0313 0.9391 -0.0433
Br: 1.6938 -1.7127 0.5239
H: -0.3016 0.6599 -2.5647
H: 1.0389 -0.5249 -2.0049
H: -0.5176 -1.1164 1.2727
H: -0.6361 1.0692 2.4187

The calculation puts the strongest force on any atom at 5.12 eV/Å. Its HOMO energy is -9.33 eV. The value obtained for the energy above the lowest of the compared OMol25 structures with the same formula, charge and spin is 180.1 kJ/mol. For the orbital gap, the calculation gives 0.36378 hartree. Its total energy is -5662.8360 Eh.

Here are the Löwdin charges for atoms 1 to 5, given in e: atom 1 (C): -0.056, atom 2 (C): -0.771, atom 3 (C): -1.180, atom 4 (S): 0.593, atom 5 (Br): 0.737

---

# 2
C3H4Br3CaO2 as an isolated structure at a distorted geometry, computed with ωB97M-V/def2-TZVPD.

Element x y z (Å)
Ca: 2.4814 -3.6222 -0.6671
C: -0.6872 -1.4639 1.1909
C: 0.6133 -2.0485 0.6923
O: 1.1855 -2.9602 1.3593
O: 1.1216 -1.8415 -0.4801
H: -0.5336 -1.0447 2.1786
H: -1.5556 -2.1167 1.1236
H: -0.9466 -0.7317 0.4230
C: -0.5015 3.2159 -1.1241
Br: -0.4558 2.3718 -2.8784
Br: 0.8742 4.6443 -1.1038
Br: -0.1325 1.9129 0.2663
H: -1.4633 3.6846 -0.9804

The calculation puts the strongest force on any atom at 2.64 eV/Å. As for the charge: +1. Its HOMO energy is -12.15 eV. The value obtained for the energy above the lowest of the compared OMol25 structures with the same formula, charge and spin is 30.0 kJ/mol. For the orbital gap, the calculation gives 0.22996 hartree. Its total energy is -8666.6385 Eh.

Here are the Löwdin charges for atoms 1 to 5, given in e: atom 1 (Ca): 1.745, atom 2 (C): -0.006, atom 3 (C): -0.673, atom 4 (O): -0.138, atom 5 (O): -0.248

---

# 3
A 3-piece molecular cluster, C3H4BrClO2S overall at a distorted geometry, computed with ωB97M-V/def2-TZVPD.

Element x y z (Å)
C: 0.1056 1.8223 1.0775
C: 0.1294 0.6313 1.2777
C: 0.0359 3.2592 1.1601
O: 2.0138 -2.6672 -2.9384
O: -0.2894 -1.8497 -3.0219
S: 0.6727 -2.7182 -2.4061
Cl: -1.1136 -4.6935 0.0258
Br: 0.1726 -1.1835 1.2644
H: -1.4873 -3.4468 -0.2305
H: 1.0090 3.7437 1.2031
H: -0.4894 3.4590 2.0672
H: -0.7591 3.6434 0.5212

The calculation puts the strongest force on any atom at 1.57 eV/Å. Its HOMO energy is -9.69 eV. The value obtained for the energy above the lowest of the compared OMol25 structures with the same formula, charge and spin is 106.0 kJ/mol. For the orbital gap, the calculation gives 0.31460 hartree. Its total energy is -3699.4897 Eh.

Here are the Löwdin charges for atoms 1 to 5, given in e: atom 1 (C): -0.190, atom 2 (C): -0.632, atom 3 (C): -0.106, atom 4 (O): -0.425, atom 5 (O): -0.429

---

# 4
A 2-piece molecular cluster, C3H4BrF3O overall at a distorted geometry, computed with ωB97M-V/def2-TZVPD.

Element x y z (Å)
C: 0.9500 1.4605 0.1953
C: 0.0291 0.1251 -0.1496
C: -1.1072 -1.3711 0.7233
O: 0.8111 -0.7483 -0.8906
F: 2.0912 1.1779 0.8278
F: -1.5164 -1.1475 1.9853
F: -2.1164 -1.2789 -0.1194
Br: 1.4491 2.1055 -1.6330
H: 0.2372 2.1146 0.8378
H: -0.7996 0.6950 -0.7798
H: -0.5037 -2.3641 0.7823
H: 0.4756 -0.7688 -1.7794

The calculation puts the strongest force on any atom at 3.92 eV/Å. Its HOMO energy is -9.67 eV. The value obtained for the energy above the lowest of the compared OMol25 structures with the same formula, charge and spin is 325.8 kJ/mol. For the orbital gap, the calculation gives 0.36477 hartree. Its total energy is -3065.4382 Eh.

Here are the Löwdin charges for atoms 1 to 5, given in e: atom 1 (C): -0.644, atom 2 (C): -0.249, atom 3 (C): -0.246, atom 4 (O): -0.119, atom 5 (F): -0.037

---

# 5
A 2-piece molecular cluster, C3H4BrN overall at a distorted geometry, computed with ωB97M-V/def2-TZVPD.

Element x y z (Å)
C: -1.0746 1.0687 -1.0317
C: -0.3969 -0.1071 -1.3691
C: 0.6818 -0.5748 1.4610
N: -1.6349 2.0250 -0.7211
Br: 2.0414 0.7037 1.5282
H: -0.9623 -0.9068 -1.9172
H: 0.6804 -0.3099 -1.2755
H: 0.8776 -1.6678 1.4524
H: -0.2125 -0.2312 1.8731

The calculation puts the strongest force on any atom at 1.59 eV/Å. Its HOMO energy (spin up / spin down) is -9.62 / -8.84 eV. The value obtained for the energy above the lowest of the compared OMol25 structures with the same formula, charge and spin is 338.1 kJ/mol. For the orbital gap (spin up / spin down), the calculation gives 0.33708 / 0.27617 hartree. Its total energy is -2745.3332 Eh.

Here are the Löwdin charges for atoms 1 to 5, given in e: atom 1 (C): -0.334, atom 2 (C): 0.027, atom 3 (C): -0.539, atom 4 (N): 0.147, atom 5 (Br): 0.608

---

# 6
One molecule with the formula C3H4BrNO4 at a distorted geometry, computed with ωB97M-V/def2-TZVPD.

Element x y z (Å)
C: -0.6775 -0.1204 -0.9694
C: 0.3720 -0.2134 0.9864
C: -1.6939 0.0980 0.1136
N: -2.1719 1.8372 0.0430
O: -3.2523 2.0877 -0.3171
O: -1.2833 2.5288 0.3448
O: 0.4920 -0.6954 -0.2761
O: -0.9991 0.0191 1.3172
Br: -3.2549 -0.9647 -0.0062
H: -0.8985 -0.9300 -1.8670
H: -0.3224 0.7552 -1.3595
H: 0.6360 -1.0188 1.7409
H: 0.9935 0.7289 1.0070

The calculation puts the strongest force on any atom at 5.10 eV/Å. Its HOMO energy is -10.23 eV. The value obtained for the energy above the lowest of the compared OMol25 structures with the same formula, charge and spin is 74.6 kJ/mol. For the orbital gap, the calculation gives 0.39957 hartree. Its total energy is -3046.2797 Eh.

Here are the Löwdin charges for atoms 1 to 5, given in e: atom 1 (C): -0.133, atom 2 (C): -0.242, atom 3 (C): -0.741, atom 4 (N): -0.380, atom 5 (O): 0.081

---

# 7
One molecule with the formula C3H4BrNS at a distorted geometry, computed with ωB97M-V/def2-TZVPD.

Element x y z (Å)
C: 0.1178 -1.7044 -0.2148
C: 0.9137 1.2962 0.3985
C: -1.0656 -0.5981 -0.1453
N: 0.9436 -2.4436 -0.5088
S: -0.3994 1.0523 -0.7703
Br: -2.5468 -1.1580 -1.3008
H: 0.6753 0.9319 1.4340
H: 1.1785 2.4026 0.3732
H: 1.7718 0.7208 -0.0256
H: -1.5887 -0.4996 0.7601

The calculation puts the strongest force on any atom at 3.84 eV/Å. Its HOMO energy is -9.57 eV. The value obtained for the energy above the lowest of the compared OMol25 structures with the same formula, charge and spin is 86.4 kJ/mol. For the orbital gap, the calculation gives 0.35798 hartree. Its total energy is -3143.6191 Eh.

Here are the Löwdin charges for atoms 1 to 5, given in e: atom 1 (C): -0.282, atom 2 (C): -0.458, atom 3 (C): -0.935, atom 4 (N): 0.133, atom 5 (S): 0.742

---

# 8
A 2-piece molecular cluster, C3H4BrO2S overall at a distorted geometry, computed with ωB97M-V/def2-TZVPD.

Element x y z (Å)
C: 0.2380 -0.6392 -0.1332
C: -0.2799 0.6567 0.4711
C: -0.8820 -0.6393 0.8374
O: -1.9102 -2.9317 0.1894
O: -1.0494 -1.3065 2.0284
S: -2.3240 -1.7445 0.8830
Br: -5.3972 -2.6154 -0.1963
H: -0.0150 -0.8609 -1.1592
H: 1.2175 -0.9982 0.1522
H: 0.3574 1.1374 1.2033
H: -0.8309 1.3428 -0.1535

The calculation puts the strongest force on any atom at 1.27 eV/Å. As for the charge: -1. Its HOMO energy is -3.71 eV. The value obtained for the energy above the lowest of the compared OMol25 structures with the same formula, charge and spin is 114.2 kJ/mol. For the orbital gap, the calculation gives 0.25628 hartree. Its total energy is -3239.3778 Eh.

Here are the Löwdin charges for atoms 1 to 5, given in e: atom 1 (C): -0.098, atom 2 (C): -0.085, atom 3 (C): -0.656, atom 4 (O): -0.491, atom 5 (O): -0.254

---

# 9
C3H4BrO3Pd as an isolated structure at a distorted geometry, computed with ωB97M-V/def2-TZVPD.

Element x y z (Å)
Pd: -4.3840 0.9511 -2.1140
Br: -2.4489 2.2206 -1.1876
C: 0.6132 -0.7347 -0.5661
C: 0.8069 0.6229 0.0578
O: 1.1979 0.2606 1.3859
C: 0.6193 -0.9307 1.6754
O: 0.5180 -1.3632 2.7757
O: 0.2139 -1.5399 0.5433
H: 1.5572 -1.1494 -0.9292
H: -0.1378 -0.8354 -1.3474
H: -0.0756 1.2592 0.1947
H: 1.5201 1.2387 -0.4884

The calculation puts the strongest force on any atom at 2.10 eV/Å. As for the charge: +1. The spin multiplicity is 3. Its HOMO energy (spin up / spin down) is -13.46 / -13.44 eV. The expectation value of S² is 2.013. The value obtained for the energy above the lowest of the compared OMol25 structures with the same formula, charge and spin is 0.0 kJ/mol. For the orbital gap (spin up / spin down), the calculation gives 0.24487 / 0.12671 hartree. Its total energy is -3043.9180 Eh.

Here are the Löwdin charges for atoms 1 to 5, given in e: atom 1 (Pd): 0.661, atom 2 (Br): 0.377, atom 3 (C): -0.121, atom 4 (C): -0.138, atom 5 (O): 0.069

---

# 10
A 3-piece molecular cluster, C3H4Cl2F2NOS overall at a distorted geometry, computed with ωB97M-V/def2-TZVPD.

Element x y z (Å)
C: -0.3583 -1.1225 2.9788
C: 2.0817 0.4032 -0.1936
C: -2.0975 0.2572 -2.6604
N: 0.7989 0.7864 -0.6738
O: 0.3259 -1.5095 2.1272
F: -0.1889 -0.3929 4.0004
F: -1.6881 -1.2579 3.0167
S: 0.0450 2.0444 -0.3796
Cl: -0.6519 -0.5845 -2.7301
Cl: -3.5311 -0.4743 -2.1850
H: 2.7663 -0.1241 -0.8620
H: 2.6210 1.2274 0.2167
H: 2.0088 -0.6069 0.3527
H: -2.1317 1.3538 -3.0080

The calculation puts the strongest force on any atom at 3.38 eV/Å. As for the charge: +1. Its HOMO energy (spin up / spin down) is -12.44 / -12.23 eV. The value obtained for the energy above the lowest of the compared OMol25 structures with the same formula, charge and spin is 1.3 kJ/mol. For the orbital gap (spin up / spin down), the calculation gives 0.20812 / 0.19153 hartree. Its total energy is -1764.5821 Eh.

Here are the Löwdin charges for atoms 1 to 5, given in e: atom 1 (C): -0.599, atom 2 (C): -0.193, atom 3 (C): -0.948, atom 4 (N): -0.667, atom 5 (O): 0.218